ORCA calculation (ωB97M-V/def2-TZVPD) on a 7-piece molecular cluster, C4H23NO7 overall at a distorted geometry.

```
35
C4H23NO7 (ωB97M-V/def2-TZVPD)
O 1.533 1.403 -1.893
H 1.741 2.012 -2.601
H 2.122 0.662 -2.033
O 2.562 1.289 0.735
H 2.018 1.346 1.520
H 1.956 1.448 0.011
O 4.905 -1.069 0.196
H 5.123 -0.168 0.433
H 4.262 -1.341 0.852
O 5.149 1.343 1.319
H 4.206 1.257 1.177
H 5.263 2.239 1.636
O 1.224 1.957 3.212
H 1.678 2.140 4.035
H 0.626 2.695 3.099
O -0.273 3.255 -0.819
H 0.232 2.526 -1.179
H -0.352 3.874 -1.544
C -3.960 -2.587 -2.123
C -3.032 -2.543 -0.952
C -2.317 -1.064 -0.791
O -1.445 -1.279 0.299
C -0.847 -0.133 0.908
N -3.653 -2.872 0.337
H -4.407 -3.561 -2.318
H -3.513 -2.164 -3.023
H -4.745 -1.848 -1.962
H -2.197 -3.204 -1.184
H -2.969 -0.228 -0.539
H -1.737 -0.878 -1.695
H -1.561 0.558 1.356
H -0.218 0.412 0.204
H -0.140 -0.470 1.665
H -4.320 -2.177 0.641
H -2.912 -2.833 1.022
```

net charge	-1
spin multiplicity	2
gap between HOMO and LUMO (alpha / beta)	2.3 / 9.5	eV
DFT total energy	-747.58220	Ha
energy relative to the best compared isomer or geometry (same formula, charge and spin)	4.1	kJ/mol
LUMO energy (alpha / beta)	2.73 / 2.69	eV